Computed, not measured: a cluster of 3 separate species, C36H70N2O3 in total in a non-equilibrium geometry, with wB97M-V/def2-TZVPD.

- relative energy (zero: lowest compared OMol25 entry of this formula, charge and spin) (kcal/mol) = 206.55
- E_tot (Ha) = -1748.24116
- charge = 0
- spin multiplicity = 1
- largest force on an atom (hartree/bohr) = 0.174
- SMILES = CCCCCCCCCCC[C@H](COc1cc(C)ccc1C(C)C)OC=O.CCN(CC)CC.CCN(CC)CC
- gap between HOMO and LUMO (eV) = 7.9

Last column: Mulliken charge in e.
Element x y z (Å)
C1 8.7430 1.0454 -0.0652  -0.851
C2 7.2366 1.0087 0.6598  -0.212
C3 6.7943 -0.5875 0.7524  -0.748
C4 6.1425 -0.9877 -0.7296  -0.608
C5 4.5968 -1.5172 -0.4757  -0.109
C6 3.9412 -2.2595 -1.8149  -0.594
C7 2.4064 -1.6275 -2.0137  -0.266
C8 1.2574 -2.4462 -1.1769  -0.250
C9 -0.2780 -1.9179 -1.4933  -0.020
C10 -1.2714 -1.9307 -0.1878  -0.889
C11 -1.3410 -0.5212 0.6464  0.065
C12 -1.7718 0.7911 -0.2366  0.388
C13 -0.5430 1.8073 -0.6189  -0.983
O1 0.7831 1.1774 -0.7130  -0.190
C14 1.6825 1.9553 0.1972  0.025
C15 2.0950 1.1617 1.6036  -0.213
C16 3.0398 1.8413 2.7878  0.566
C17 3.3228 0.9484 4.1334  -1.041
C18 3.5666 3.3735 2.5043  -0.577
C19 3.1988 4.1611 1.0755  -0.398
C20 2.2464 3.4658 -0.1108  0.339
C21 1.8732 4.2410 -1.5186  0.594
C22 0.8029 5.4746 -1.3522  -1.061
C23 3.2511 4.8159 -2.2308  -1.000
O2 -2.7024 1.5838 0.6341  -0.368
C24 -4.0904 1.1255 0.4648  0.256
O3 -4.9544 1.8725 -0.2321  -0.547
H1 8.6878 1.7513 -1.0240  0.226
H2 8.9713 -0.0680 -0.4035  0.255
H3 9.4753 1.4418 0.7611  0.264
H4 6.4668 1.6116 -0.0007  0.112
H5 7.2739 1.5347 1.7164  0.278
H6 6.0405 -0.7298 1.6386  0.262
H7 7.7331 -1.2947 0.9431  0.355
H8 6.8152 -1.7640 -1.2962  0.310
H9 6.0672 -0.0335 -1.4302  0.275
H10 3.9784 -0.5678 -0.1393  -0.155
H11 4.6458 -2.2465 0.4423  0.296
H12 4.5975 -1.9051 -2.7234  0.334
H13 3.9229 -3.4272 -1.7378  0.275
H14 2.0901 -1.6625 -3.1644  0.351
H15 2.5024 -0.4927 -1.7450  -0.139
H16 1.3237 -3.6032 -1.4542  -0.005
H17 1.4509 -2.4106 0.0001  0.181
H18 -0.7309 -2.7126 -2.2604  0.178
H19 -0.3280 -0.8747 -2.0214  0.182
H20 -2.3688 -2.2698 -0.4143  0.299
H21 -0.8197 -2.7404 0.5639  0.345
H22 -0.3367 -0.4167 1.2377  -0.480
H23 -2.1952 -0.6631 1.4679  0.311
H24 -2.3480 0.4430 -1.1991  0.352
H25 -0.5116 2.7102 0.1349  0.454
H26 -0.7647 2.2771 -1.6923  0.107
H27 1.7143 0.0714 1.7918  -0.111
H28 2.8033 -0.1117 3.9563  0.299
H29 2.7963 1.3740 5.1159  0.303
H30 4.4654 0.6991 4.3241  0.272
H31 4.2174 3.9108 3.3431  0.239
H32 3.6354 5.2604 0.9399  0.297
H33 1.4127 3.4612 -2.2625  0.145
H34 0.8865 6.1305 -2.3420  0.358
H35 -0.3192 5.0930 -1.3200  0.250
H36 1.0444 6.2053 -0.4653  0.233
H37 3.1206 5.8954 -2.6931  0.294
H38 3.5760 4.1079 -3.1269  0.255
H39 4.1481 4.8583 -1.4682  0.247
H40 -4.3734 0.0956 0.9947  0.297
C25 0.6377 -9.1084 -0.6617  -1.411
C26 -0.2072 -7.9668 -1.2206  -0.321
N1 0.4983 -7.1315 -2.1978  0.266
C27 -0.2106 -5.8870 -2.5130  -0.553
C28 -1.5641 -6.0021 -3.2071  -1.283
C29 1.0780 -7.8268 -3.3469  -0.665
C30 0.1370 -8.6395 -4.2309  -0.973
H41 1.5711 -8.7373 -0.2277  0.325
H42 0.0827 -9.6246 0.1293  0.430
H43 0.8768 -9.8519 -1.4271  0.295
H44 -0.4981 -7.3417 -0.3674  0.425
H45 -1.1317 -8.3810 -1.6359  0.260
H46 0.4402 -5.2395 -3.1157  0.312
H47 -0.3590 -5.3346 -1.5760  0.326
H48 -1.4551 -6.2613 -4.2622  0.224
H49 -2.0794 -5.0344 -3.1705  0.463
H50 -2.2178 -6.7359 -2.7302  0.286
H51 1.8637 -8.4989 -2.9806  0.409
H52 1.6170 -7.1072 -3.9773  0.349
H53 -0.5679 -9.2440 -3.6540  0.242
H54 0.7197 -9.3276 -4.8531  0.378
H55 -0.4289 -8.0000 -4.9120  0.268
C31 -6.5623 3.5084 4.7383  -1.372
C32 -7.4072 4.6500 4.1794  -0.327
N2 -6.7017 5.4854 3.2022  0.102
C33 -7.4106 6.7298 2.8870  -0.668
C34 -8.7641 6.6147 2.1929  -0.942
C35 -6.1220 4.7901 2.0531  -0.711
C36 -7.0630 3.9774 1.1691  -0.666
H56 -5.6289 3.8795 5.1723  0.328
H57 -7.1173 2.9923 5.5293  0.429
H58 -6.3232 2.7650 3.9729  0.249
H59 -7.6981 5.2752 5.0326  0.440
H60 -8.3317 4.2359 3.7641  0.249
H61 -6.7598 7.3774 2.2843  0.334
H62 -7.5590 7.2823 3.8240  0.400
H63 -8.6551 6.3555 1.1378  0.218
H64 -9.2794 7.5824 2.2295  0.393
H65 -9.4178 5.8809 2.6698  0.267
H66 -5.3363 4.1179 2.4194  0.353
H67 -5.5830 5.5097 1.4227  0.285
H68 -7.7679 3.3728 1.7460  0.207
H69 -6.4803 3.2893 0.5469  0.217
H70 -7.6289 4.6169 0.4880  0.252